No. 1
{"formula": "C3H4N2S", "method": "the ωB97M-V functional and the def2-TZVPD basis", "gap_ev": 9.8, "smiles": "C1=NN=CSC1", "species": ["C", "N", "N", "C", "S", "C", "H", "H", "H", "H"], "coordinates": [[-0.99, -0.76, -0.97], [-1.12, -1.21, 0.27], [-0.74, -0.35, 1.33], [0.35, 0.23, 1.27], [1.25, 0.56, -0.21], [-0.22, 0.60, -1.16], [-1.69, -1.15, -1.76], [0.70, 0.66, 2.16], [-1.01, 1.33, -0.88], [0.09, 0.68, -2.13]]}

=====

No. 2
{"formula": "C7H20F9N8O15S3Y", "method": "the ωB97M-V functional and the def2-TZVPD basis", "gap_ev": 9.6, "species": ["Y", "C", "F", "F", "F", "S", "O", "O", "O", "C", "F", "F", "F", "S", "O", "O", "O", "C", "F", "F", "F", "S", "O", "O", "O", "O", "H", "H", "O", "H", "H", "C", "O", "N", "N", "H", "H", "H", "H", "C", "O", "N", "N", "H", "H", "H", "H", "C", "O", "N", "N", "H", "H", "H", "H", "C", "O", "N", "N", "H", "H", "H", "H"], "coordinates": [[-0.44, 0.25, -0.37], [-0.04, -4.07, 1.24], [-0.03, -5.02, 2.18], [0.77, -4.41, 0.24], [-1.28, -3.91, 0.78], [0.55, -2.48, 1.99], [0.02, -1.43, 1.12], [-0.04, -2.43, 3.31], [2.00, -2.61, 1.95], [1.51, 4.08, -2.31], [2.53, 3.19, -2.24], [2.00, 5.29, -2.51], [0.75, 3.72, -3.36], [0.54, 4.00, -0.74], [1.48, 4.48, 0.25], [-0.59, 4.86, -1.02], [0.18, 2.61, -0.58], [-1.60, -2.21, -4.15], [-2.57, -1.44, -4.70], [-1.54, -3.35, -4.84], [-0.44, -1.57, -4.30], [-1.99, -2.53, -2.36], [-1.30, -1.41, -1.71], [-3.42, -2.45, -2.25], [-1.38, -3.81, -2.12], [-0.26, 1.09, -2.73], [-0.91, 1.61, -3.20], [0.48, 1.00, -3.33], [-2.28, 1.53, -0.86], [-2.77, 1.43, -1.68], [-2.66, 2.30, -0.43], [-3.23, -1.40, 1.22], [-2.49, -0.64, 0.61], [-4.45, -1.74, 0.73], [-2.87, -1.97, 2.42], [-4.59, -1.62, -0.26], [-4.98, -2.43, 1.24], [-1.95, -1.72, 2.74], [-3.58, -2.18, 3.10], [2.56, -1.23, -1.61], [1.37, -0.95, -1.44], [3.28, -1.93, -0.70], [3.21, -0.86, -2.76], [2.84, -2.28, 0.14], [4.17, -2.29, -0.98], [4.21, -0.94, -2.79], [2.70, -0.20, -3.30], [2.47, 1.16, 1.50], [1.79, 0.81, 0.52], [2.70, 2.48, 1.76], [3.11, 0.26, 2.30], [3.12, 2.72, 2.64], [2.27, 3.16, 1.13], [2.86, -0.70, 2.13], [3.71, 0.58, 3.03], [-0.65, 1.90, 2.77], [-0.57, 1.12, 1.83], [-1.08, 3.19, 2.63], [-0.35, 1.48, 4.03], [-0.98, 3.85, 3.37], [-1.42, 3.46, 1.73], [-0.39, 2.11, 4.81], [-0.07, 0.53, 4.16]]}

=====

The following ΔE to the lowest compared entry with this formula, charge and spin values (in kcal per mole) correspond, in order, to the records above: 65.4, 0.0.